DFT (ωB97M-V/def2-TZVPD) results for a molecular structure, C23H16ClIrN2O3S2 at a distorted geometry.

The geometry in XYZ format:
```
48
Properties=species:S:1:pos:R:3:forces:R:3:lowdin_spin:R:1
Ir 1.1462 1.7964 0.8727 -0.344 -0.156 0.787 2.653
S 3.2208 0.3761 1.5402 -0.419 0.225 -0.058 0.264
C 2.4288 -0.5360 0.3348 -0.393 -0.946 -0.760 0.062
N 1.2364 -0.1546 -0.0783 0.132 0.507 0.271 0.145
C 0.6670 -0.9173 -1.0893 0.144 -0.294 0.245 0.015
C -0.5888 -0.6937 -1.6878 0.413 -0.090 0.555 0.002
C -0.9630 -1.5238 -2.7312 -0.432 0.520 0.692 0.000
C -0.1675 -2.6142 -3.0940 -0.330 0.179 -0.123 0.001
C 1.0423 -2.8629 -2.5058 0.812 0.646 1.908 0.002
C 1.4729 -2.0021 -1.4362 -0.324 -0.346 -1.394 0.009
S 2.9657 -1.9863 -0.4820 -0.498 0.066 -0.229 0.022
H -1.2320 0.0346 -1.1814 0.128 -0.048 -0.661 0.000
H -1.9285 -1.3649 -3.2151 0.275 -0.151 0.162 0.000
H -0.5960 -3.3055 -3.7949 0.217 -0.204 -0.411 0.000
H 1.6240 -3.7368 -2.7306 0.108 -0.216 -0.244 0.000
C -4.4178 -1.9163 1.9218 -0.070 -0.031 -0.843 0.000
C -2.9327 -2.1931 1.9002 -0.708 -0.411 -0.350 0.000
C -2.4435 -3.3173 1.2823 2.030 -0.725 -0.471 0.000
C -1.0417 -3.5702 1.2672 -0.677 0.688 0.082 0.000
Cl -0.4102 -4.9740 0.4111 -0.249 0.443 0.282 0.000
C -0.1669 -2.6737 1.8640 -1.607 -0.324 -0.509 0.000
C -0.6825 -1.5236 2.4849 0.620 -1.209 -0.235 0.000
C -2.0377 -1.2980 2.4862 -0.856 0.179 0.376 0.001
O -2.6753 -0.2062 3.0460 0.772 -0.157 0.031 0.003
C -1.7948 0.7400 3.5969 -0.061 -0.013 -0.318 0.008
C -0.7991 1.2196 2.5897 1.740 1.277 -0.747 0.039
O 0.3069 1.7654 2.9435 -0.487 -0.445 0.548 0.136
O -0.9848 1.1252 1.3568 -0.738 -0.227 -0.524 0.146
H -4.9967 -2.7000 1.4180 0.376 -0.099 0.187 0.000
H -4.6504 -1.0090 1.3482 0.107 0.051 0.445 0.000
H -4.7932 -1.8321 2.9318 -0.080 0.248 0.240 0.000
H -3.0273 -4.0187 0.7054 -0.515 0.071 0.253 0.000
H 0.8687 -2.8568 1.7443 0.955 0.033 0.289 0.000
H 0.0648 -0.9200 2.9531 0.058 0.585 0.266 0.000
H -1.2509 0.3566 4.4565 -0.038 0.007 0.236 0.001
H -2.3860 1.6087 3.8535 -0.199 0.131 0.379 0.001
N 3.9216 5.1549 -4.9242 0.357 0.273 -0.813 0.021
C 3.4086 4.7778 -3.9765 -0.175 0.027 0.654 0.006
C 2.8069 4.3099 -2.7617 -0.619 -0.216 -1.074 0.043
C 1.5245 3.7733 -2.8320 0.012 -0.056 1.195 -0.007
C 0.9750 3.2429 -1.6676 -0.062 -0.360 -0.848 0.097
C 1.7156 3.1508 -0.4986 1.399 0.684 0.540 0.205
C 3.0056 3.7565 -0.4247 -0.956 0.253 -2.144 0.107
C 3.5281 4.3451 -1.5974 -0.392 -0.395 1.746 -0.003
H 0.9877 3.7792 -3.7528 -0.293 -0.030 -0.467 -0.001
H 0.0035 2.7634 -1.6911 -0.103 0.162 -0.165 0.012
H 3.5827 3.7678 0.4611 0.409 -0.102 0.794 0.009
H 4.4628 4.8631 -1.6171 0.560 -0.002 0.225 0.000
```
Positions in Å, forces in eV/Å.

## Properties
Total charge: 0
Expectation value of S²: 6.02
Relative energy (zero: lowest compared OMol25 entry of this formula, charge and spin), kcal/mol: 0.0
Calculated total energy, eV: -70262.410
2S+1: 5


DFT (ωB97M-V/def2-TZVPD) results for C10H13NO4S in the gas phase.

The geometry in XYZ format:
```
29
Properties=species:S:1:pos:R:3:forces:R:3:mulliken_charge:R:1
C 0.6075 5.0133 2.9919 -0.285 0.253 0.073 -0.636
O 1.0898 3.7106 2.6744 0.347 -0.200 -0.004 -0.307
C 0.1781 2.8293 2.2766 -0.002 -0.169 -0.010 0.865
O -1.0000 3.0566 2.1925 -0.073 0.048 0.006 -0.578
C 0.7927 1.4758 1.9523 0.260 0.266 0.096 -0.833
N -0.0597 0.7182 1.0667 0.168 0.043 -0.844 -0.276
S 0.2573 0.9284 -0.5876 -0.347 -0.300 0.376 1.441
O -0.7089 1.8093 -1.1769 -0.174 -0.271 0.087 -0.678
O 1.6500 1.2483 -0.7158 0.096 -0.255 0.129 -0.704
C -0.0380 -0.7350 -1.1530 0.054 0.529 0.059 0.191
C -1.2736 -1.0713 -1.6688 -0.090 0.136 -0.063 -0.478
C -1.5072 -2.3758 -2.0663 0.123 -0.019 0.061 -0.687
C -0.5127 -3.3424 -1.9484 -0.049 0.079 0.040 0.859
C -0.7643 -4.7472 -2.4010 0.019 0.014 -0.067 -1.388
C 0.7253 -2.9768 -1.4279 -0.053 0.130 0.014 -0.758
C 0.9655 -1.6744 -1.0278 0.144 -0.051 -0.015 -0.512
H -0.0837 4.9652 3.8356 0.064 0.028 -0.064 0.289
H 1.4821 5.6058 3.2458 -0.038 -0.049 -0.014 0.231
H 0.0873 5.4407 2.1331 0.056 -0.019 0.077 0.301
H 1.7571 1.6115 1.4595 -0.010 0.019 0.286 0.339
H 0.9397 0.9212 2.8866 0.029 0.135 -0.100 0.318
H -1.0343 0.9374 1.2418 -0.191 -0.008 -0.067 0.321
H -2.0260 -0.3042 -1.7603 -0.153 0.041 -0.053 0.459
H -2.4697 -2.6495 -2.4729 -0.102 -0.017 -0.033 0.383
H -0.1312 -5.4490 -1.8642 0.010 -0.090 0.017 0.371
H -1.8057 -5.0221 -2.2531 -0.054 -0.074 0.002 0.373
H -0.5416 -4.8371 -3.4644 -0.002 -0.080 -0.063 0.288
H 1.5047 -3.7191 -1.3376 0.082 -0.066 0.019 0.363
H 1.9195 -1.3675 -0.6307 0.169 -0.057 0.053 0.442
```
Positions in Å, forces in eV/Å.

## Properties
SMILES: COC(=O)CNS(=O)(=O)c1ccc(C)cc1
Total charge: 0
Relative energy (zero: lowest compared OMol25 entry of this formula, charge and spin), kcal/mol: 14.9
Calculated total energy, eV: -31096.026


DFT (ωB97M-V/def2-TZVPD) results for 4 unconnected molecules or ions with the total composition C2H12O3S2 at a distorted geometry.

The geometry in XYZ format:
```
19
Properties=species:S:1:pos:R:3:forces:R:3:mulliken_charge:R:1
C -1.1597 -1.1253 1.1811 1.407 -2.439 1.905 -0.695
S 0.7949 -1.1468 1.2683 -1.908 -0.805 0.092 -0.095
S 1.2602 -0.0467 -0.3961 0.467 1.248 0.672 -0.123
C 2.6189 0.9278 0.4882 0.941 -1.991 -1.868 -0.805
H -1.3876 -1.1024 0.1074 -0.347 0.258 0.706 0.217
H -1.5332 -2.1404 1.7207 1.022 2.240 -1.622 0.296
H -1.4196 -0.3317 1.8842 -0.414 0.240 -0.909 0.293
H 3.3005 0.0365 0.7344 -0.285 1.933 -0.468 0.273
H 3.0171 1.6781 -0.2597 -0.156 -1.086 0.971 0.304
H 2.3425 1.3738 1.4115 -0.737 0.472 0.563 0.338
O 1.1061 -3.3694 -1.6003 0.120 -1.478 1.692 -0.615
H 1.0614 -4.1785 -1.0058 -0.073 1.249 -1.340 0.326
H 1.4681 -2.7388 -0.9586 -0.075 0.230 -0.345 0.288
O -2.6158 1.4817 -2.3542 -0.689 -0.221 1.867 -0.637
H -3.4191 2.0185 -2.1794 0.726 -0.411 -0.350 0.314
H -2.4534 1.0970 -1.4435 0.008 0.728 -1.506 0.323
O -1.2981 2.3460 0.5340 0.127 1.262 -0.012 -0.599
H -1.2430 3.3558 0.4334 0.577 -2.645 0.094 0.282
H -0.4400 1.8647 0.4343 -0.712 1.216 -0.142 0.316
```
Positions in Å, forces in eV/Å.

## Properties
SMILES: CSSC.O.O.O
Total charge: 0
Relative energy (zero: lowest compared OMol25 entry of this formula, charge and spin), kcal/mol: 39.4
Calculated total energy, eV: -30080.522


DFT (ωB97M-V/def2-TZVPD) results for C6H6O in the gas phase at a distorted geometry.

The geometry in XYZ format:
```
13
Properties=species:S:1:pos:R:3:forces:R:3:mulliken_charge:R:1
C -1.0764 2.7258 0.4454 0.118 -0.245 -0.317 0.412
C -0.5801 1.8376 -0.1959 -0.335 0.466 0.164 -0.789
C 0.0827 0.7520 -0.8821 -0.131 0.299 -0.253 -0.365
C 1.0697 -0.0347 -0.0531 0.121 -0.074 0.068 -0.747
C -0.2272 -0.6271 -0.4892 1.047 -0.374 0.809 0.246
C -0.5669 -1.8499 -0.1446 -0.126 0.125 -0.175 -0.268
O 0.3489 -2.5090 0.6582 -0.366 -0.796 0.407 -0.508
H -1.5268 3.5296 0.9811 0.045 -0.108 -0.035 0.397
H 0.3801 0.9268 -1.9103 -0.238 0.090 -0.027 0.343
H 1.1947 0.2353 0.9968 -0.095 0.089 -0.294 0.331
H 1.9544 -0.4576 -0.5257 -0.133 0.248 -0.013 0.214
H -1.4152 -2.4783 -0.3873 -0.127 0.352 -0.249 0.393
H 0.3623 -2.0506 1.5068 0.219 -0.069 -0.085 0.342
```
Positions in Å, forces in eV/Å.

## Properties
SMILES: C#C[C@H]1C/C1=C\O
Total charge: 0
Relative energy (zero: lowest compared OMol25 entry of this formula, charge and spin), kcal/mol: 103.5
Calculated total energy, eV: -8362.019


The highest relative energy (zero: lowest compared OMol25 entry of this formula, charge and spin) belongs to which entry? C6H6O


Number 3 is which compound? C2H12O3S2